Below is C44H50ClFeIN4O2P2 as an isolated structure in a non-equilibrium geometry, with properties calculated with wB97M-V/def2-TZVPD.

Structure (ORCA input):
```
! RIJCOSX wB97M-V def2-TZVPD def2/J DEFGRID3
* xyz 1 6
Fe -0.0526 -1.3142 -0.5271
I -0.5425 -3.4276 1.0625
C 1.0492 -4.7396 1.0326
C 0.6001 -6.0276 1.0774
C 1.5157 -7.1009 1.0063
C 2.8465 -6.9129 0.7955
C 3.3188 -5.5803 0.7087
C 4.7175 -5.3188 0.4405
C 5.2525 -4.0661 0.2818
C 4.3775 -3.0022 0.5512
C 3.0438 -3.1614 0.7889
P 2.0443 -1.6302 1.0677
C 3.1278 -0.2470 0.6463
C 3.2713 -0.0318 -0.7152
C 4.1160 1.0452 -1.1617
C 4.7581 1.8263 -0.2456
C 4.6404 1.5603 1.1670
C 3.8378 0.5403 1.5868
C 1.6863 -1.4717 2.7825
C 0.6853 -0.6202 3.1814
C 0.3840 -0.5435 4.5020
C 1.0901 -1.2923 5.4807
C 2.0549 -2.2599 5.0513
C 2.3558 -2.3190 3.7180
C 2.4476 -4.4465 0.8488
H -0.4544 -6.2821 1.1309
H 1.1267 -8.1127 1.0636
H 3.5977 -7.6631 0.7539
H 5.2675 -6.2158 0.1693
H 6.2085 -3.8249 -0.0407
H 4.8090 -2.0063 0.5605
H 2.6928 -0.6176 -1.4690
H 4.1126 1.2948 -2.2213
H 5.3667 2.7002 -0.5047
H 5.1861 2.2216 1.8399
H 3.8305 0.2695 2.6378
H 0.1247 -0.0507 2.4448
H -0.2987 0.1603 4.8029
H 0.9636 -1.1206 6.5405
H 2.6741 -2.8642 5.6945
H 3.2481 -2.8814 3.4570
N -0.6143 0.1977 0.4376
P -1.3232 1.5373 0.3741
N -0.6842 2.5514 -0.8371
C 0.7301 2.8934 -0.7156
C 1.1332 3.6896 -1.9609
C 1.0893 2.9445 -3.2534
C 0.2506 1.6604 -3.0645
C -0.9344 2.0118 -2.2246
N -2.9114 1.4363 -0.1315
C -3.5938 2.6454 -0.5210
C -5.0053 2.8046 0.0724
C -5.5299 1.4275 0.3911
C -5.0763 0.4412 -0.6240
C -3.6025 0.1118 -0.4432
N -1.4720 2.4338 1.7927
C -2.2686 1.6513 2.7962
C -2.2102 2.3336 4.1670
C -2.9038 3.7170 4.1373
C -2.5339 4.4058 2.8051
C -1.2783 3.8816 2.0842
H 1.3528 1.9907 -0.6820
H 0.8620 3.4466 0.2002
H 2.1217 4.0149 -1.6987
H 0.4899 4.5762 -1.9351
H 2.0495 2.5497 -3.5564
H 0.7401 3.5840 -4.0788
H 0.8563 0.8118 -2.7165
H -0.1239 1.4473 -4.0786
H -1.7053 1.2487 -2.1381
H -1.4227 2.8420 -2.7463
H -3.5661 2.6506 -1.5709
H -3.0019 3.4871 -0.1477
H -5.5949 3.4041 -0.5928
H -4.8937 3.4480 0.9998
H -6.6301 1.4070 0.5208
H -5.0609 1.0261 1.2952
H -5.2595 0.7522 -1.6380
H -5.6767 -0.4740 -0.4930
H -3.1562 -0.4025 -1.3076
H -3.5159 -0.6338 0.4620
H -1.9545 0.6348 2.9012
H -3.3401 1.6526 2.5058
H -1.1404 2.4458 4.4745
H -2.6636 1.5912 4.8122
H -2.5522 4.2957 5.0021
H -3.9993 3.6625 4.2031
H -2.3503 5.4898 2.9115
H -3.2999 4.2772 2.0197
H -0.3337 4.1291 2.5649
H -1.2175 4.4529 1.2009
Cl -1.6289 -2.2982 -8.5873
C -1.0581 -1.7964 -7.0473
C 0.2817 -2.0172 -6.7336
C 0.6514 -1.9553 -5.4193
C -0.3540 -1.6518 -4.4326
C -1.5733 -1.1638 -4.8406
C -1.9137 -1.1649 -6.1373
C -0.1126 -1.6797 -2.9647
O -1.1803 -1.6888 -2.2642
O 1.0637 -1.5842 -2.5120
H 0.9216 -2.3014 -7.5156
H 1.6546 -2.1322 -4.9884
H -2.2476 -0.8250 -4.1102
H -2.8600 -0.7907 -6.4106
*
```

- energy relative to the best compared isomer or geometry (same formula, charge and spin) (kJ/mol) = 81.82
- DFT total energy (eV) = -130077.4214
- HOMO-LUMO gap (spin up / spin down) (eV) = 8.06 / 6.79
- HOMO energy (spin up / spin down) (Ha) = -0.3895 / -0.3900



Below is a 6-piece molecular cluster, C44H50F50N4O11P overall in a non-equilibrium geometry, with properties calculated with wB97M-V/def2-TZVPD.

Structure (ORCA input):
```
! RIJCOSX wB97M-V def2-TZVPD def2/J DEFGRID3
* xyz -1 1
C -3.5425 4.6877 -3.0469
C -2.2008 5.5275 -3.4119
C -1.4796 6.0065 -2.0585
N -0.1476 5.4178 -1.7968
P -0.1803 3.7724 -1.1103
C 1.7427 3.7501 -0.9893
C 2.4136 2.3266 -1.2571
N 3.7077 2.2741 -1.5324
C -0.3064 2.7981 -2.7654
C 0.6627 3.2947 -3.9348
N -0.0208 3.1191 -5.2866
O -0.0850 4.5447 0.4862
C -0.7974 3.7147 1.4686
C -0.1621 4.2736 2.8344
C 1.3718 4.7656 2.6825
O 1.9563 4.9386 4.0337
C 2.3997 3.6779 4.5293
C 3.9109 3.1429 4.3236
O 1.6569 2.9110 5.2026
C -2.2434 4.4060 1.4414
C -3.1854 4.1209 2.7011
F -2.1283 5.8606 1.3533
C -0.6117 2.1490 1.0591
O 0.7905 1.9044 1.4366
N 0.9027 1.2939 2.6282
O 2.0190 0.9401 2.8490
C -1.7261 1.0818 1.4450
F -2.9205 1.5183 0.7636
F -2.0309 1.2617 2.8181
C -1.5467 -0.4094 0.9626
F -2.8787 -0.9597 0.8948
F -1.0754 -0.5590 -0.3754
C -0.7129 -1.4442 1.8300
F -1.0659 -2.7322 1.2764
F 0.6957 -1.4006 1.6046
C -1.0876 -1.5893 3.3769
F -0.7502 -2.9311 3.7428
F -0.3697 -0.7676 4.2477
F -2.4468 -1.4462 3.6763
O -0.4684 2.2091 -0.3817
H -3.3182 3.6381 -2.6666
H -4.2390 4.5752 -3.9526
H -4.1333 5.2117 -2.2055
H -2.5843 6.4741 -3.9468
H -1.5310 4.9863 -4.1523
H -1.3072 7.1452 -2.1798
H -2.2427 5.9040 -1.2167
H 0.4696 6.0559 -1.2704
H -1.6254 3.8158 -1.2120
H 2.1393 4.2190 -0.0274
H 2.1081 4.4410 -1.8412
H 1.8730 1.3202 -1.2152
H 4.0092 3.2697 -1.5065
H -0.0429 1.6926 -2.5552
H -1.3732 2.7705 -3.1908
H 1.5520 2.5558 -3.9666
H 1.1191 4.3256 -3.8037
H 0.6134 2.5293 -5.8571
H -0.0398 4.0240 -5.7767
H -0.7178 5.1502 3.3007
H -0.2350 3.4180 3.6095
H 1.4223 5.8068 2.1971
H 2.0381 4.0107 2.1531
H 3.9278 2.0033 4.3937
H 4.3267 3.4396 3.2914
H 4.6076 3.5023 5.1660
H -2.8569 4.1154 0.5105
H -3.7230 5.0725 3.0682
H -4.0392 3.4340 2.3346
H -2.6955 3.5691 3.5655
C 6.2723 7.8163 -2.1122
C 5.4781 6.8304 -1.2291
C 5.9420 6.7098 0.2234
F 7.2078 6.2604 0.3267
F 5.1688 5.8178 0.8917
F 5.4490 5.6212 -1.8349
F 4.1853 7.2709 -1.2108
O 7.2889 7.2618 -2.9597
C 8.5661 7.0522 -2.3961
C 8.9580 5.5716 -2.3627
F 8.0769 4.8382 -1.6526
F 10.1695 5.4073 -1.7775
F 8.6302 7.6402 -1.1869
F 9.4351 7.7279 -3.1845
H 5.5483 8.2384 -2.8149
H 6.6409 8.6767 -1.5476
H 5.8706 7.6684 0.7432
H 9.0021 5.1581 -3.3739
C -4.3341 -5.7862 2.7419
C -3.6797 -6.1937 1.4086
C -3.6812 -5.1268 0.3136
F -4.9256 -4.7631 -0.0516
F -3.0821 -5.6040 -0.8092
F -4.2467 -7.3458 0.9752
F -2.3757 -6.4991 1.6806
O -5.6865 -6.2121 2.9420
C -6.6958 -5.3878 2.3996
C -7.5038 -6.0918 1.3045
F -6.7132 -6.4983 0.2845
F -8.4308 -5.2567 0.7771
F -6.1573 -4.2265 1.9866
F -7.5136 -5.0726 3.4308
H -3.7730 -6.3025 3.5259
H -4.2027 -4.7243 2.9655
H -3.1367 -4.2331 0.6284
H -8.0175 -6.9714 1.7017
C 3.4329 -0.8717 7.3392
C 4.3942 -0.1280 6.3879
C 4.9005 -0.9277 5.1867
F 5.6129 -2.0125 5.5504
F 5.7318 -0.1654 4.4312
F 5.4239 0.3807 7.1081
F 3.7102 0.9488 5.9014
O 3.9991 -1.4353 8.5327
C 4.5767 -2.7197 8.4382
C 6.0809 -2.7102 8.7286
F 6.7490 -1.9023 7.8788
F 6.6069 -3.9511 8.5873
F 4.2755 -3.2660 7.2462
F 3.9470 -3.4793 9.3652
H 2.7368 -0.1152 7.7124
H 2.8004 -1.5909 6.8126
H 4.0740 -1.2523 4.5499
H 6.2779 -2.3639 9.7467
C -4.7143 -7.8973 -2.9835
C -5.8170 -8.8060 -2.3988
C -5.8465 -10.2423 -2.9232
F -6.0728 -10.3048 -4.2495
F -6.8539 -10.9384 -2.3349
F -7.0186 -8.2009 -2.5555
F -5.6022 -8.8676 -1.0521
O -5.0915 -7.0159 -4.0518
C -5.0772 -7.5361 -5.3637
C -6.4692 -7.5544 -6.0033
F -7.3403 -8.2934 -5.2838
F -6.4226 -8.0984 -7.2437
F -4.4817 -8.7434 -5.3670
F -4.2677 -6.7203 -6.0781
H -4.4255 -7.2191 -2.1753
H -3.8007 -8.4498 -3.2180
H -4.9105 -10.7625 -2.7060
H -6.8734 -6.5418 -6.0835
C -1.2940 -2.1186 -4.0927
C -0.3638 -1.3411 -5.0487
C 0.1443 -2.1117 -6.2682
F 0.8864 -3.1844 -5.9312
F 0.9471 -1.3202 -7.0253
F 0.6630 -0.8202 -4.3383
F -1.0782 -0.2735 -5.5110
O -0.6977 -2.6846 -2.9166
C -0.0942 -3.9521 -3.0517
C 1.4148 -3.9202 -2.7900
F 2.0503 -3.0802 -3.6332
F 1.9614 -5.1480 -2.9710
F -0.4081 -4.4761 -4.2521
F -0.6935 -4.7429 -2.1326
H -2.0017 -1.3837 -3.6986
H -1.9175 -2.8454 -4.6202
H -0.6834 -2.4466 -6.8982
H 1.6253 -3.5938 -1.7679
*
```

- energy relative to the best compared isomer or geometry (same formula, charge and spin) (kJ/mol) = 0.00
- DFT total energy (eV) = -220077.0958
- HOMO-LUMO gap (eV) = 6.84
- HOMO energy (Ha) = -0.1863



Look up the DFT total energy of the first one. -130077.4214 eV



The lowest DFT total energy belongs to which entry? C44H50F50N4O11P